{
  "formula": "C24H22BrN3PtSbSe3Te",
  "method": "ωB97M-V with the def2-TZVPD basis set",
  "species": ["Pt", "C", "C", "C", "C", "C", "C", "N", "Sb", "C", "C", "C", "C", "C", "C", "N", "C", "C", "C", "C", "C", "C", "N", "H", "H", "H", "H", "H", "H", "H", "H", "H", "H", "H", "H", "H", "H", "H", "H", "H", "H", "Se", "Se", "Te", "Se", "Br", "C", "C", "C", "C", "C", "C", "H", "H", "H", "H"],
  "coordinates": [[-0.240208, -0.348532, -0.409118], [-2.139475, -0.003278, -3.202947], [-1.014789, 0.986426, -3.224391], [-0.763202, 1.740459, -4.368444], [0.198076, 2.728843, -4.339042], [0.859892, 2.983063, -3.145107], [0.574209, 2.200822, -2.039061], [-0.316983, 1.193834, -2.096270], [1.444214, 2.801604, -0.158626], [-0.253262, 2.409412, 1.106447], [-0.465696, 3.276480, 2.160807], [-1.604141, 3.114265, 2.945701], [-2.509105, 2.133533, 2.606555], [-2.250908, 1.292823, 1.522232], [-3.265958, 0.267915, 1.116931], [-1.115658, 1.416293, 0.823458], [2.518792, 0.988394, 0.259898], [3.877532, 1.169217, 0.450139], [4.676825, 0.071012, 0.734364], [4.068269, -1.158338, 0.832756], [2.689532, -1.293556, 0.644118], [2.106240, -2.663244, 0.812158], [1.928559, -0.220792, 0.350698], [-2.228811, -0.530505, -4.152205], [-2.013889, -0.733016, -2.404019], [-3.077880, 0.527650, -3.025244], [-1.336534, 1.547319, -5.265561], [0.412231, 3.315647, -5.223350], [1.583998, 3.784424, -3.073825], [0.240076, 4.070119, 2.368658], [-1.787244, 3.765327, 3.790451], [-3.427467, 2.003831, 3.164097], [-4.230314, 0.754607, 0.961498], [-2.973760, -0.238835, 0.201037], [-3.388461, -0.484581, 1.897630], [4.305592, 2.160066, 0.371707], [5.744280, 0.178067, 0.876833], [4.645089, -2.044362, 1.059199], [2.901906, -3.403811, 0.754235], [1.620952, -2.753131, 1.784832], [1.356859, -2.893135, 0.063017], [3.350511, -0.037770, -2.882291], [2.217726, -0.386572, -4.759054], [1.117395, -2.704628, -4.385447], [0.174628, -2.458671, -2.195824], [-2.209559, -4.251768, 4.719039], [-1.625686, -3.197375, 3.260690], [-1.918403, -3.590092, 1.966639], [-1.485075, -2.808555, 0.900604], [-0.759003, -1.635625, 1.100100], [-0.482523, -1.269971, 2.419625], [-0.908066, -2.035140, 3.497044], [-2.481274, -4.497007, 1.789064], [-1.741505, -3.139170, -0.100079], [0.084126, -0.366228, 2.625810], [-0.682697, -1.733764, 4.511848]],
  "forces_ev_per_a": [[-0.5, 0.1, 0.0], [0.0, 0.0, 0.0], [0.0, 0.1, 0.1], [0.0, 0.0, 0.0], [0.0, 0.0, 0.0], [0.0, 0.0, 0.0], [-0.1, 0.0, 0.0], [0.3, -0.3, 0.0], [0.1, 0.0, 0.0], [-0.1, 0.0, -0.1], [0.0, 0.0, 0.0], [0.0, 0.0, 0.0], [0.0, 0.0, 0.0], [0.0, 0.0, 0.0], [0.0, 0.0, 0.0], [0.1, 0.1, 0.1], [0.0, 0.0, 0.0], [0.0, 0.0, 0.0], [-0.1, 0.0, 0.0], [0.0, 0.0, 0.0], [0.0, 0.0, 0.0], [0.0, 0.0, 0.0], [0.1, 0.0, -0.2], [0.0, 0.0, 0.0], [0.0, 0.0, 0.0], [0.0, 0.0, 0.0], [0.0, 0.0, 0.0], [0.0, 0.0, 0.0], [0.0, 0.0, 0.0], [0.0, 0.0, 0.0], [0.0, 0.0, 0.0], [0.0, 0.0, 0.0], [0.0, 0.0, 0.0], [0.0, 0.0, 0.0], [0.0, 0.0, 0.0], [0.0, 0.0, 0.0], [0.0, 0.0, 0.0], [0.0, 0.0, 0.0], [0.0, 0.0, 0.0], [0.0, 0.0, 0.0], [0.0, 0.0, 0.0], [0.0, 0.0, 0.1], [-0.1, -0.1, 0.0], [0.1, 0.0, -0.1], [0.0, 0.1, 0.1], [0.0, 0.0, 0.0], [0.0, 0.0, 0.0], [0.0, 0.0, 0.0], [0.0, 0.0, 0.0], [0.1, 0.0, 0.0], [0.0, 0.0, 0.0], [0.0, 0.0, 0.0], [0.0, 0.0, 0.0], [0.0, 0.0, 0.0], [0.0, 0.0, 0.0], [0.0, 0.0, 0.0]],
  "s_squared": 6.0240,
  "orbital_gap_ev": [6.10, 5.60],
  "total_charge": 1,
  "homo_energy_ev": [-9.4, -10.6],
  "spin_multiplicity": 5
}

{
  "formula": "C23H22Cl3N5OsSe",
  "method": "ωB97M-V with the def2-TZVPD basis set",
  "species": ["Os", "Se", "N", "C", "C", "C", "C", "C", "C", "N", "H", "H", "H", "H", "Cl", "C", "Cl", "Cl", "C", "N", "C", "C", "C", "C", "C", "C", "C", "C", "C", "C", "H", "H", "H", "H", "H", "H", "H", "H", "H", "H", "H", "H", "N", "C", "C", "C", "C", "C", "N", "H", "H", "H", "H", "H", "H"],
  "coordinates": [[0.243164, -0.193609, 0.033364], [3.406327, -0.987672, -1.228839], [2.424910, 0.020722, -0.090036], [3.257755, 0.817570, 0.566095], [2.888916, 1.778589, 1.548645], [3.873970, 2.510031, 2.125604], [5.259220, 2.346011, 1.779561], [5.653246, 1.449203, 0.848982], [4.651715, 0.653818, 0.205042], [4.913442, -0.241303, -0.723783], [1.847033, 1.910015, 1.810404], [3.619982, 3.248273, 2.875077], [5.991268, 2.962094, 2.283189], [6.688026, 1.307915, 0.570972], [0.044665, -1.906949, 5.081441], [-0.289140, -0.259903, 4.535743], [0.878863, 0.878906, 5.212095], [-1.939852, 0.217644, 4.942418], [-0.146637, -0.240461, 3.082821], [-0.027430, -0.202631, 1.942782], [-2.019111, -0.627221, -2.629782], [-2.519885, -1.030746, -1.272743], [-4.013467, -1.132590, -1.175924], [-1.685256, -0.978563, -0.117483], [-1.657840, -2.533042, -0.661188], [-2.478737, -3.469877, -0.015081], [-2.276092, -4.823134, -0.200883], [-1.262341, -5.260632, -1.044876], [-0.437785, -4.346975, -1.695497], [-0.632914, -2.994726, -1.508321], [-2.574700, 0.266718, -2.923030], [-2.219880, -1.388219, -3.382856], [-0.959143, -0.372770, -2.641259], [-4.408674, -0.142161, -1.418242], [-4.360367, -1.396992, -0.181383], [-4.426255, -1.824805, -1.909473], [-2.290910, -1.049845, 0.792082], [-3.267749, -3.133132, 0.643350], [-2.907840, -5.539517, 0.305745], [-1.114840, -6.320938, -1.202010], [0.346972, -4.697907, -2.351406], [-0.000668, -2.289872, -2.033704], [-1.969101, 2.033838, 0.619376], [-1.047581, 2.507695, -0.246485], [-1.096743, 3.853325, -0.658209], [-0.134680, 4.351778, -1.489944], [0.886620, 3.499665, -1.937372], [0.889350, 2.212403, -1.500059], [-0.053274, 1.690353, -0.660851], [-2.761087, 2.607631, 0.850278], [-2.019559, 1.045822, 0.794361], [-1.902560, 4.475348, -0.293386], [-0.164172, 5.387487, -1.799356], [1.656231, 3.837548, -2.614473], [1.644615, 1.515792, -1.841486]],
  "forces_ev_per_a": [[0.1, -1.2, -0.7], [0.0, 0.0, 0.1], [-0.2, 0.3, 0.3], [0.0, -0.1, -0.1], [0.0, 0.1, 0.1], [-0.1, 0.0, 0.0], [0.1, 0.0, 0.0], [0.0, 0.0, 0.0], [0.0, 0.0, 0.0], [0.0, 0.0, 0.0], [0.0, 0.0, 0.0], [0.0, 0.0, 0.0], [0.0, 0.0, 0.0], [0.0, 0.0, 0.0], [0.0, 0.1, 0.0], [0.0, -0.1, 0.2], [0.0, 0.0, 0.0], [0.0, 0.0, 0.0], [-0.1, 0.0, -0.2], [0.3, 0.3, 0.0], [0.0, 0.0, 0.0], [0.0, 0.0, 0.1], [0.0, -0.1, -0.1], [-0.3, 0.4, 0.0], [0.0, -0.1, -0.1], [0.0, 0.0, 0.0], [0.0, 0.0, 0.0], [0.0, 0.0, 0.0], [0.0, 0.0, 0.0], [0.0, 0.1, 0.1], [0.0, 0.0, 0.0], [0.0, 0.0, 0.0], [0.0, 0.0, 0.0], [0.0, 0.0, 0.0], [0.0, 0.0, 0.0], [0.0, 0.0, 0.0], [0.0, 0.0, 0.0], [0.0, 0.0, 0.0], [0.0, 0.0, 0.0], [0.0, 0.0, 0.0], [0.0, 0.0, 0.0], [0.0, 0.0, -0.1], [0.0, 0.0, 0.0], [-0.1, 0.1, 0.1], [0.0, 0.0, 0.0], [0.0, -0.1, 0.0], [-0.1, 0.1, -0.1], [0.1, -0.2, -0.3], [0.0, 0.4, 0.5], [0.0, 0.0, 0.0], [0.0, 0.1, 0.0], [0.0, 0.0, 0.0], [0.0, 0.0, 0.0], [0.0, 0.0, 0.0], [0.0, 0.1, 0.1]],
  "orbital_gap_ev": 7.23,
  "total_charge": 2,
  "homo_energy_ev": -13.8
}

{
  "formula": "C16H15Cl2FN2O3",
  "method": "ωB97M-V with the def2-TZVPD basis set",
  "species": ["O", "C", "N", "C", "C", "C", "C", "C", "O", "C", "C", "N", "O", "C", "C", "C", "C", "C", "Cl", "C", "F", "C", "C", "Cl", "H", "H", "H", "H", "H", "H", "H", "H", "H", "H", "H", "H", "H", "H", "H"],
  "coordinates": [[2.408448, -0.012614, 0.976241], [1.358075, 0.345294, 0.489435], [0.888366, 1.601049, 0.842719], [1.347606, 2.386447, 1.980720], [0.729407, 1.932574, 3.330630], [-0.793282, 2.182593, 3.356363], [-1.121725, 3.668452, 3.047831], [-0.547000, 4.111621, 1.700741], [-1.180074, 3.400604, 0.631939], [0.967661, 3.857798, 1.612803], [0.547822, -0.484324, -0.431865], [-0.559044, -0.062531, -0.996918], [-1.029594, -1.030330, -1.912671], [-0.143685, -2.106546, -1.837024], [-0.315688, -3.336555, -2.647820], [-1.108873, -3.259317, -3.790740], [-1.201502, -4.350184, -4.657259], [-0.524220, -5.577536, -4.375860], [-0.449451, -6.898865, -5.551302], [0.142320, -5.728504, -3.149753], [0.762670, -6.886479, -2.890750], [0.258088, -4.599118, -2.289937], [0.891825, -1.769187, -0.955403], [2.268030, -2.704257, -0.445829], [0.038243, 1.927447, 0.352198], [2.413006, 2.262842, 2.050743], [1.234016, 2.486159, 4.149304], [0.898805, 0.846261, 3.495105], [-1.248553, 1.887950, 4.297387], [-1.243581, 1.530338, 2.626640], [-0.702395, 4.283585, 3.863412], [-2.219609, 3.856050, 3.053498], [-0.746571, 5.165512, 1.574742], [-2.094671, 3.749437, 0.497062], [1.451084, 4.538105, 2.336329], [1.346558, 4.085969, 0.626724], [-1.667242, -2.360879, -4.059868], [-1.802439, -4.189621, -5.545954], [0.747168, -4.749240, -1.353615]],
  "forces_ev_per_a": [[0.3, -1.3, -0.2], [0.3, 2.8, 2.1], [-1.6, -1.5, -1.7], [-0.7, 0.3, -0.3], [-0.4, -0.1, 0.0], [0.4, 0.8, -0.1], [-0.2, -0.5, 0.4], [0.2, -0.4, 0.3], [-1.2, 0.5, -0.4], [0.0, -0.4, 1.3], [-0.8, -0.7, -1.8], [-0.3, 0.2, -0.2], [2.3, -1.1, 1.5], [1.3, 0.5, 1.1], [-0.2, -0.6, 0.4], [0.0, -0.7, -0.6], [0.6, -0.7, 0.6], [-0.4, 0.6, -0.3], [-0.3, 0.9, 0.7], [-0.2, 1.9, -0.5], [-0.2, 0.5, 0.3], [-0.7, -0.2, -1.2], [-1.0, -0.6, -0.3], [-0.8, 0.3, -0.5], [0.6, -0.3, 0.6], [0.5, 0.1, -0.1], [-0.2, -0.3, -0.4], [0.2, 0.7, -0.2], [0.2, 0.1, 0.3], [-0.3, -0.1, -0.5], [-0.1, 0.0, -0.3], [0.6, -0.2, 0.0], [0.1, 0.5, -0.1], [1.2, -0.5, 0.2], [-0.1, -0.2, -0.3], [0.0, 0.1, -0.3], [0.4, -0.1, 0.2], [0.2, -0.5, -0.1], [0.4, 0.1, 0.4]],
  "orbital_gap_ev": 8.64,
  "homo_energy_ev": -8.9
}